{
  "formula": "C5H10N2O",
  "method": "the ωB97M-V functional and the def2-TZVPD basis",
  "total_energy_ev": -10370.962,
  "e_homo_ha": -0.2990,
  "smiles": "CN/N=C\\C=C/OC",
  "de_lowest_kcal_mol": 100.1,
  "elements": ["O", "N", "N", "C", "C", "C", "C", "C", "H", "H", "H", "H", "H", "H", "H", "H", "H", "H"],
  "positions_angstrom": [[-1.2865, 1.0933, -0.3797], [1.1335, -1.0408, 0.4302], [1.3363, -0.1592, -0.5254], [2.4308, 0.7103, -0.3011], [-0.0576, -1.4383, 0.6690], [-1.7023, -0.1344, -0.7298], [-0.8802, 1.5243, 0.9026], [-1.2282, -1.2128, -0.1519], [-2.6112, -0.1952, -1.3987], [-1.7593, 1.5497, 1.5883], [-1.7946, -2.1197, -0.6141], [3.3501, 0.0327, -0.3127], [2.3168, 1.2053, 0.7237], [-0.3278, 2.5890, 0.8509], [0.5072, 0.1471, -1.0041], [2.5268, 1.4912, -1.0471], [-0.3268, 0.5494, 1.2357], [-0.2534, -2.2895, 1.3508]],
  "forces_ev_per_a": [[-0.8, 2.7, -2.3], [0.2, -0.5, 1.4], [-0.9, -0.1, -1.1], [1.7, -0.2, 1.6], [-0.7, -2.1, 0.1], [-1.4, 0.8, 0.9], [1.0, -1.7, 1.1], [-1.5, -2.7, -2.2], [1.3, 0.5, 0.6], [0.4, 0.5, -0.5], [1.3, 1.1, 1.4], [-0.8, 1.3, 0.2], [0.5, -0.5, -1.2], [-1.1, -2.9, 0.0], [0.1, 0.6, -0.2], [-0.1, -0.1, -0.2], [0.0, 2.8, 0.5], [0.9, 0.7, 0.0]],
  "lowdin_charge": [-0.194, 0.006, -0.140, -0.114, -0.220, -0.207, -0.078, -0.117, 0.141, 0.091, 0.137, 0.099, 0.090, 0.142, 0.096, 0.073, 0.083, 0.111]
}